No. 1
{"formula": "C16H32N3O3PtSSi2", "method": "ωB97M-V with the def2-TZVPD basis set", "s_squared": 2.018, "e_above_lowest_kj_mol": 19.46, "multiplicity": 3, "lumo_energy_ev": [2.4, 2.3], "charge": -1, "symbols": ["H", "H", "H", "C", "H", "H", "H", "H", "C", "H", "H", "C", "H", "H", "C", "Si", "N", "N", "H", "O", "H", "C", "C", "C", "H", "C", "C", "H", "Si", "S", "H", "C", "C", "H", "H", "H", "H", "H", "H", "H", "H", "H", "H", "C", "C", "N", "O", "C", "C", "H", "Pt", "H", "C", "O", "H", "H", "H", "H"], "xyz": [[0.34022, 1.00356, 3.08548], [4.72027, -0.63718, 1.77510], [3.58430, -2.03814, 0.45696], [0.72405, -1.43320, -1.32082], [-1.52434, -0.09852, -5.03651], [3.58694, -1.60195, 2.73774], [-1.02090, 2.17156, 2.08955], [-1.71635, -1.96352, 2.77812], [2.90254, -3.21590, -1.17760], [-3.44689, -1.72795, -3.28805], [-3.09075, -1.97819, -1.57309], [1.89997, -3.40823, -2.14052], [-2.12379, -2.79768, -2.80114], [-0.09542, -1.02764, -4.54113], [-0.74225, -0.18973, -4.27627], [2.44821, 0.42996, 1.85249], [-0.26693, -0.50012, -1.36673], [1.49798, -0.28501, 0.60842], [0.52438, 2.72001, 1.91126], [0.05835, 3.08310, -1.19809], [-4.77143, -0.22500, 1.41174], [3.15537, 2.06514, 1.27738], [3.89274, -0.58297, 2.48669], [-0.32616, 4.11295, -0.55622], [3.21952, 2.79542, 2.09259], [-4.01615, -0.99633, 1.55422], [2.81154, -2.17258, -0.28569], [1.96451, -4.23262, -2.84068], [-1.50332, -0.37201, -2.58786], [-2.41551, -0.19439, 1.40347], [1.79054, 1.39146, 4.04114], [-2.56589, 1.11873, -2.30415], [0.83830, -2.53597, -2.20353], [-1.93427, 3.77614, 0.78596], [-0.60925, 4.70516, 1.48892], [-4.10072, -1.42979, 2.55237], [0.07749, -2.68470, -2.95755], [4.16587, 1.92868, 0.88359], [-1.94848, 2.00847, -2.14889], [-4.11444, -1.75957, 0.78096], [-0.40014, -1.37203, 1.67947], [-1.68624, -2.41659, 1.02882], [-3.22152, 0.99561, -1.43682], [-0.84746, 3.84837, 0.85875], [-1.45262, -1.64854, 1.76731], [-0.35768, 2.58597, 1.43360], [-2.33576, 0.70520, 2.61624], [1.71378, -1.27143, -0.29214], [-2.63688, -1.86420, -2.56350], [-3.19077, 1.28245, -3.18935], [-0.09678, 1.05783, -0.06837], [2.54675, 2.48400, 0.47197], [1.34751, 0.67099, 3.34421], [-0.37153, 5.27890, -0.94976], [4.26644, -0.10946, 3.40178], [-0.13674, 0.72109, -4.29702], [1.24029, -0.27888, 3.87770], [3.74948, -3.89074, -1.13250]]}

---

No. 2
{"formula": "C16H32N3OPReSi", "method": "ωB97M-V with the def2-TZVPD basis set", "s_squared": 3.789, "multiplicity": 4, "lumo_energy_ev": [0.0, -0.8], "symbols": ["H", "C", "H", "C", "C", "H", "C", "H", "H", "H", "H", "H", "Re", "N", "C", "O", "H", "H", "H", "H", "H", "H", "N", "H", "H", "C", "H", "H", "C", "C", "H", "C", "C", "H", "C", "H", "C", "H", "C", "C", "H", "H", "H", "P", "H", "H", "H", "H", "H", "Si", "H", "H", "N", "C", "C"], "xyz": [[1.83699, -0.66399, -3.53402], [-5.89752, 0.05668, -0.92220], [-6.97594, 0.07616, -1.08127], [1.91627, 0.37419, -3.19048], [1.90685, -3.06473, -1.58467], [-0.41457, -2.34016, -2.65894], [0.67009, 2.63241, -1.94966], [1.42980, 2.78715, -1.17390], [0.98719, 3.10929, -2.88490], [-0.49518, -3.30835, -0.47820], [1.76148, -4.01098, -2.12888], [-0.27376, 3.07591, -1.61081], [-0.03390, -0.19933, -0.28023], [-1.78715, -0.02225, -0.31970], [-3.75102, -0.97591, -1.33953], [2.02518, 0.78198, 0.12744], [2.45757, 1.71216, 2.40480], [2.37767, -3.28056, -0.61525], [4.30276, -0.96683, 0.75485], [3.00414, 0.03018, 2.48809], [5.27664, 0.20950, -0.13224], [-5.59134, -1.67112, -2.18927], [0.05363, -0.88814, 1.64625], [-0.38144, 1.81871, 4.41177], [-0.04794, -2.28850, 4.56223], [-5.29041, 1.02199, -0.10448], [-3.11410, -1.72788, -1.81647], [-0.47778, -1.10656, 5.82938], [3.39761, 0.99623, 0.58480], [3.25233, 1.02408, 2.10198], [0.20451, 0.80592, 5.76701], [-0.59595, -1.36360, 4.77694], [-3.92296, 1.00769, 0.11020], [-1.66133, -1.52545, 4.56638], [0.29400, 1.00100, 4.69685], [-0.55089, 1.36099, -4.39889], [4.25209, -0.14127, 0.03483], [1.99983, 1.03834, -4.06037], [-0.89669, 0.82691, -3.50353], [-5.12069, -0.93227, -1.54055], [-3.42075, 1.75788, 0.72509], [2.55138, -2.39955, -2.17408], [2.81127, 0.47675, -2.56468], [0.42808, 0.84705, -2.22948], [-1.79378, 1.32308, -3.10985], [4.18060, 1.33607, 2.58857], [1.32350, 1.29797, 4.45744], [3.86282, -0.53228, -0.91045], [3.98231, 1.89252, 0.36118], [0.21425, -2.28231, -1.29703], [-1.15468, -0.20462, -3.76886], [-5.90199, 1.79470, 0.36012], [-0.05825, -0.24644, 3.99467], [-3.11550, -0.00435, -0.49894], [-0.03535, -0.32606, 2.70089]]}

---

No. 3
{"formula": "C16H32NO2P2PdSi", "method": "ωB97M-V with the def2-TZVPD basis set", "s_squared": 6.039, "e_above_lowest_kj_mol": 11.19, "multiplicity": 5, "lumo_energy_ev": [-10.0, -14.3], "charge": 3, "symbols": ["H", "H", "H", "C", "C", "C", "H", "C", "H", "H", "C", "H", "H", "C", "H", "H", "C", "H", "H", "H", "C", "C", "H", "H", "O", "H", "H", "O", "H", "N", "H", "H", "P", "H", "H", "C", "H", "C", "C", "H", "C", "H", "H", "H", "H", "H", "Si", "P", "H", "Pd", "H", "H", "C", "C", "C"], "xyz": [[3.12026, 4.30804, -1.84269], [3.60671, 1.91765, 2.21652], [4.17433, -2.93962, 0.77405], [3.10357, 1.05320, 1.76980], [1.27036, -0.53693, -3.16568], [0.56271, 2.23253, 2.64309], [-1.59545, 0.98089, -2.85630], [-5.11830, -1.88636, 0.27264], [2.71225, 3.54634, 0.54429], [-6.10913, -2.14634, 0.67668], [2.08124, 2.53096, -1.26073], [0.89957, -0.56422, -4.19846], [3.69638, 0.65907, 0.93550], [-2.40219, -0.74678, 0.95585], [5.15410, -3.11281, -0.42424], [-1.68211, -0.52558, -3.84098], [1.82402, 3.04354, 0.14089], [-2.49880, -0.39028, -2.23224], [3.51251, 3.45677, -4.20848], [-4.29972, 0.96867, 3.00044], [2.98116, 2.85206, -3.47012], [-1.61903, -0.11338, -2.82525], [-3.27014, -1.78068, 3.85934], [2.57059, 1.16934, -4.81350], [3.56181, -1.90988, 3.62768], [-1.21782, -2.86843, -1.46627], [-0.42841, 2.58836, 2.33248], [4.32840, -2.64672, -0.16115], [-5.89714, 0.25636, 2.60628], [1.67776, 1.29629, -1.59047], [0.51628, -3.11207, -1.77874], [-4.86083, -2.53019, 3.48136], [1.47072, 1.61864, 1.21928], [2.01912, -1.34298, -3.01890], [-3.35798, -3.17224, 2.74057], [-3.87567, -2.25823, 3.07152], [1.16023, 3.03636, 3.09302], [1.84429, 0.82250, -2.83235], [-1.23648, -0.45431, 0.63214], [-5.00413, 1.20852, 1.37547], [-4.89786, 0.49312, 2.20640], [0.98924, 3.76404, 0.16803], [-0.61458, -2.84436, -3.17376], [0.41600, 1.39849, 3.34177], [-5.24169, -1.18987, -0.57173], [3.82979, -2.14190, 4.53454], [-4.07751, -1.09148, 1.61367], [-0.14114, -0.81988, -2.04499], [2.57679, -1.81904, 3.69194], [0.51668, -0.00821, -0.03850], [-4.62157, -2.80318, -0.08133], [3.01394, 0.23243, 2.49079], [-0.38729, -2.59913, -2.12791], [2.48762, 1.59288, -3.81214], [2.77657, 3.32804, -2.17912]]}

---

| no. | total energy (Ha) | maximum force (eV/A) |
| --- | --- | --- |
| 1 | -2115.48598 | 0.56 |
| 2 | -1577.33790 | 4.10 |
| 3 | -1932.97876 | 2.41 |